# 1
Below is a molecular structure, C10H18F3MgNO5S2 at a distorted geometry, with properties calculated with wB97M-V/def2-TZVPD.

Its total energy is -2118.9221 hartree. The value obtained for the orbital gap is 8.32 eV. Its relative energy (zero: lowest compared OMol25 entry of this formula, charge and spin) is 103.23 kJ/mol.

Each line ends with the natural charge from an NBO analysis.
Atoms and positions in Å:
Mg 0.7151 -0.1025 -1.0779  1.71
C 0.1915 -0.6646 2.8941  -0.61
C 1.6070 -0.6388 2.3344  0.25
C 2.3716 -1.8645 2.8250  -0.63
C 2.2878 0.6704 2.7042  -0.64
O 1.4021 -0.6957 0.8976  -0.70
H 0.2068 -0.5184 3.9760  0.21
H -0.2847 -1.6237 2.6767  0.21
H -0.3998 0.1342 2.4415  0.22
H 2.1546 -2.0248 3.8835  0.21
H 3.4507 -1.7633 2.7221  0.21
H 2.0555 -2.7490 2.2710  0.23
H 2.3669 0.7466 3.7907  0.21
H 1.6985 1.5123 2.3360  0.22
H 3.2880 0.7451 2.2783  0.22
N 3.6809 -0.7308 0.0744  -0.75
C 2.4378 -0.6403 -0.1380  0.00
H 3.9434 -0.8905 1.0444  0.32
O -0.4872 -1.5908 -1.4059  -1.10
S -1.8733 -1.9788 -1.8977  1.24
C -3.0082 -1.3741 -0.6127  -0.59
C -4.0285 -0.4797 -1.3071  -0.41
C -3.2249 0.3213 -2.3280  -0.42
C -2.4134 -0.7208 -3.0923  -0.60
H -2.3558 -0.8077 0.0553  0.25
H -3.4236 -2.2263 -0.0812  0.24
H -4.5544 0.1490 -0.5896  0.24
H -4.7748 -1.0921 -1.8203  0.21
H -2.5536 1.0142 -1.8164  0.22
H -3.8545 0.9060 -2.9977  0.24
H -1.5108 -0.3368 -3.5710  0.28
H -3.0153 -1.2574 -3.8265  0.23
F 2.6592 2.2343 -2.2787  -0.30
C 1.8370 2.9261 -1.5077  0.73
F 2.2403 2.8451 -0.2472  -0.30
F 1.8388 4.1990 -1.8880  -0.30
S 0.0797 2.2487 -1.6662  2.26
O -0.7347 3.3470 -2.0628  -0.90
O -0.2108 1.6387 -0.3529  -1.04
O 0.1951 1.1338 -2.6392  -1.06

Atomic forces in eV per Å
Mg -0.3 -1.0 0.3
C -0.1 0.0 0.0
C -0.1 0.0 -0.2
C 0.0 0.0 0.1
C 0.0 0.1 0.0
O 0.3 -0.1 0.0
H 0.0 0.0 0.0
H 0.0 0.0 0.0
H 0.0 0.0 0.0
H 0.0 0.0 0.0
H 0.0 0.0 0.0
H 0.0 0.0 0.0
H 0.0 0.0 0.0
H 0.0 0.0 0.0
H 0.0 0.0 0.0
N -0.5 -0.1 0.0
C 1.0 0.2 0.1
H 0.0 0.0 0.0
O -0.4 -0.2 -0.2
S 0.3 0.1 0.1
C -0.1 0.0 0.0
C 0.0 0.0 0.0
C 0.0 -0.1 0.0
C 0.1 0.1 0.0
H 0.0 0.0 0.0
H 0.0 0.0 0.0
H 0.0 0.0 0.0
H 0.0 0.0 0.0
H 0.0 0.0 0.0
H 0.0 0.0 0.0
H -0.1 -0.1 0.0
H 0.0 0.0 0.0
F 0.1 0.0 -0.1
C -0.5 0.1 -0.1
F 0.1 0.0 0.1
F 0.1 -0.1 0.0
S -0.5 0.8 -0.3
O 0.0 0.0 0.0
O 0.4 0.0 -0.3
O 0.4 0.3 0.3

=====

# 2
Below is 2 unconnected molecules or ions with the total composition C10H18IN2O3S at a distorted geometry, with properties calculated with wB97M-V/def2-TZVPD.

Its total energy is -1422.6293 hartree. As for the net charge: +1. The value obtained for the orbital gap is 7.03 eV. Its relative energy (zero: lowest compared OMol25 entry of this formula, charge and spin) is 84.67 kJ/mol.

Each line ends with the natural charge from an NBO analysis.
Atoms and positions in Å:
C 3.4977 -1.6327 0.2031  -0.62
C 2.9669 -2.7628 1.2011  -0.46
C 2.0335 -3.6996 0.3686  -0.33
I 2.1052 -5.6595 1.3805  0.14
C 0.5072 -3.2750 0.4296  0.17
C 0.2587 -1.8610 0.7216  -0.10
C -1.1829 -1.5304 0.7177  -0.17
C -1.9999 -2.6765 0.4204  0.06
N -1.6105 -3.9392 0.2021  -0.23
N -0.3399 -4.2657 0.2034  -0.14
H 4.3076 -2.0240 -0.4628  0.24
H 2.6652 -1.3446 -0.5011  0.19
H 3.7834 -0.6935 0.7301  0.23
H 2.4933 -2.3038 2.0978  0.22
H 3.8916 -3.2950 1.5373  0.25
H 2.3854 -3.8433 -0.6786  0.26
H 1.0280 -1.0899 0.8961  0.28
H -1.5589 -0.5044 0.9163  0.30
H -3.0995 -2.4922 0.3640  0.25
H -2.3037 -4.6655 0.0006  0.45
O 0.3353 2.2721 -0.6598  -0.94
S -0.8043 2.8182 0.0208  2.38
O -2.0102 2.0542 0.1974  -0.95
O -1.1742 4.2302 -0.6246  -0.71
C -1.3822 4.3020 -2.0457  -0.08
C -2.7494 3.7780 -2.4408  -0.64
C -0.2894 3.4290 1.5955  -0.88
H -0.5872 3.7745 -2.5775  0.20
H -1.3076 5.3547 -2.3168  0.21
H -2.8225 2.7026 -2.2711  0.21
H -2.9406 3.9673 -3.4979  0.23
H -3.5316 4.2533 -1.8468  0.22
H 0.5928 4.0507 1.4597  0.26
H -0.0523 2.5721 2.2245  0.24
H -1.1048 3.9999 2.0352  0.26

Atomic forces in eV per Å
C -1.0 0.0 -0.2
C 1.2 0.9 -1.5
C -0.8 -0.4 1.6
I 0.2 0.3 -0.4
C 3.1 1.0 0.0
C -4.4 -0.9 -0.5
C 3.3 -2.4 -0.3
C -2.0 1.8 0.3
N 0.3 2.3 0.3
N 0.0 0.7 -0.1
H -0.5 0.4 0.8
H 0.8 -0.1 0.6
H 0.1 -0.8 -0.4
H 0.1 -0.6 -0.6
H -1.1 0.2 -0.1
H -0.3 0.1 0.8
H -0.4 -0.8 -0.2
H 0.0 -1.0 -0.3
H 1.0 -0.4 0.1
H 0.4 0.1 0.1
O -0.4 -0.4 -0.1
S 0.0 1.3 0.3
O 0.4 -0.5 -0.2
O 0.3 -0.5 0.5
C -0.4 0.0 -1.0
C -0.1 -0.3 0.2
C 0.0 0.1 0.0
H 0.1 0.0 0.2
H 0.1 0.0 0.3
H 0.0 0.0 0.0
H 0.1 0.1 0.0
H 0.1 0.1 -0.1
H -0.1 0.0 0.0
H 0.0 0.0 -0.1
H 0.0 0.0 0.0

=====

# 3
Below is a molecular structure, C10H18IrN2O6 at a distorted geometry, with properties calculated with wB97M-V/def2-TZVPD.

As for the spin multiplicity: 2. Its total energy is -1056.3271 hartree. As for the net charge: +2. The value obtained for the orbital gap (spin up / spin down) is 4.98 / 5.31 eV. Its relative energy (zero: lowest compared OMol25 entry of this formula, charge and spin) is 292.03 kJ/mol.

Each line ends with the natural charge from an NBO analysis.
Atoms and positions in Å:
Ir 0.6274 -0.0187 0.1558  1.60
O -1.1973 0.7881 -0.9087  -0.72
C -2.5312 0.3313 -0.6549  -0.09
C -2.6699 -1.1963 -0.7110  -0.28
N -2.1935 -1.9029 0.4656  -0.14
C -1.5308 -3.1292 0.3002  -0.36
C 0.1121 -2.9539 0.0084  0.82
O 0.7757 -3.7733 0.5574  -0.44
O 0.3102 -1.9964 -0.7586  -0.65
C -2.5943 -1.4814 1.7362  -0.38
C -1.5324 -0.3861 2.4959  0.82
O -2.0835 0.2818 3.3065  -0.44
O -0.3671 -0.5359 2.1043  -0.68
H -1.0479 0.8413 -1.8640  0.53
H -2.8046 0.7357 0.3223  0.22
H -3.2037 0.7723 -1.3976  0.25
H -3.7344 -1.4281 -0.8553  0.27
H -2.1168 -1.5666 -1.5786  0.25
H -1.5828 -3.7761 1.1752  0.27
H -1.8549 -3.6574 -0.6005  0.27
H -3.5635 -0.9787 1.7288  0.26
H -2.5734 -2.2785 2.4808  0.27
C 4.6495 -0.5613 3.8130  -0.43
N 3.9063 -0.9827 2.6641  -0.31
C 4.1284 -2.3152 2.1914  -0.43
C 3.0230 -0.1870 2.0442  0.70
C 2.7125 1.1650 2.5857  -0.70
O 2.4699 -0.5933 0.9917  -0.67
H 5.0322 -1.4318 4.3432  0.25
H 4.0377 0.0285 4.4956  0.23
H 5.5063 0.0578 3.5215  0.24
H 5.1838 -2.4486 1.9332  0.24
H 3.5015 -2.5183 1.3246  0.25
H 3.8989 -3.0390 2.9811  0.24
H 3.6109 1.7792 2.6471  0.28
H 2.2639 1.1053 3.5775  0.28
H 1.9951 1.6550 1.9188  0.20

Atomic forces in eV per Å
Ir -1.0 -3.4 2.1
O 1.7 -0.4 0.4
C -0.9 -0.5 0.4
C 0.1 0.6 -0.5
N -0.4 -0.5 0.2
C 1.1 -0.5 -0.2
C -2.6 -3.1 3.4
O 0.7 0.5 -0.5
O 1.9 5.8 -1.5
C 0.2 0.7 0.8
C -4.9 -0.5 -0.7
O 0.9 0.2 0.3
O 5.4 0.8 -2.9
H 0.0 0.0 0.0
H 0.0 0.0 -0.1
H 0.2 0.0 0.1
H 0.1 0.0 0.1
H -0.2 -0.1 0.1
H -0.2 0.2 -0.1
H -0.1 0.1 0.0
H 0.2 0.0 0.0
H -0.1 -0.1 -0.3
C 0.7 0.8 0.9
N -2.0 1.3 -1.4
C 0.4 -1.3 -0.4
C 1.6 -0.1 2.5
C -0.1 0.1 0.0
O -2.4 -0.7 -2.7
H -0.1 0.0 -0.1
H 0.0 -0.1 0.0
H -0.1 -0.1 0.0
H -0.2 0.1 -0.1
H 0.2 -0.1 0.1
H 0.0 0.2 -0.1
H 0.0 0.1 0.0
H 0.0 0.0 0.0
H 0.1 0.1 0.1

=====

# 4
Below is 4 unconnected molecules or ions with the total composition C10H18N2O2, with properties calculated with wB97M-V/def2-TZVPD.

Its total energy is -651.7910 hartree. Its structure (SMILES) is CC(C)=O.CC(C)=O.CC#N.CC#N. The value obtained for the orbital gap is 9.99 eV. Its relative energy (zero: lowest compared OMol25 entry of this formula, charge and spin) is 291.71 kJ/mol.

Each line ends with the natural charge from an NBO analysis.
Atoms and positions in Å:
C -9.2955 -0.1114 -15.1681  -0.73
C -8.6566 0.4671 -16.4130  0.59
O -7.7498 1.2616 -16.3302  -0.54
C -9.2309 0.0925 -17.7357  -0.72
H -10.2763 0.3673 -15.0704  0.23
H -8.6662 0.2186 -14.3421  0.25
H -9.4519 -1.1871 -15.1614  0.23
H -10.2118 0.5762 -17.8259  0.23
H -9.4031 -0.9785 -17.8161  0.22
H -8.6043 0.5138 -18.5169  0.24
C -7.6181 0.3902 -9.4255  -0.72
C -7.8689 0.5972 -10.8972  0.60
O -7.1911 0.0835 -11.7558  -0.56
C -9.0199 1.4889 -11.2789  -0.73
H -8.5409 0.0110 -8.9778  0.23
H -7.4506 1.3663 -8.9576  0.23
H -6.7601 -0.2456 -9.2387  0.25
H -9.4271 2.0856 -10.4605  0.21
H -9.8102 0.8783 -11.7127  0.24
H -8.6535 2.2216 -12.0015  0.25
C -3.9869 -0.8222 -12.8036  -0.73
C -3.5241 -1.0174 -11.4349  0.30
N -3.1593 -1.1712 -10.3564  -0.35
H -3.6988 -1.6907 -13.4023  0.25
H -3.4857 0.0417 -13.2316  0.25
H -5.0722 -0.7720 -12.8352  0.28
C -8.3949 5.5251 -10.9248  -0.72
C -7.8321 5.3838 -12.2566  0.27
N -7.3968 5.2966 -13.3200  -0.31
H -7.9193 6.4080 -10.4838  0.26
H -8.2137 4.6631 -10.2928  0.25
H -9.4573 5.7576 -10.9611  0.25

Atomic forces in eV per Å
C 0.1 0.7 0.1
C 0.1 -0.1 0.3
O 0.0 -0.1 0.1
C -0.5 0.3 -0.3
H 0.0 -0.1 0.1
H -0.1 -0.3 0.2
H 0.1 -0.1 -0.2
H 0.0 -0.1 0.1
H 0.1 -0.1 -0.2
H 0.1 -0.3 -0.1
C -0.2 0.4 -0.1
C 0.3 0.0 0.2
O 0.0 -0.1 0.0
C 0.0 0.7 0.0
H 0.1 -0.2 0.1
H 0.0 0.0 0.0
H -0.1 -0.2 0.0
H 0.0 -0.4 0.2
H 0.0 0.1 -0.1
H -0.1 -0.3 -0.3
C 0.3 -0.6 -0.2
C 0.0 0.0 0.2
N -0.1 0.0 -0.1
H 0.1 0.0 0.1
H -0.3 0.2 0.0
H 0.0 0.4 0.1
C 0.1 0.9 0.2
C 0.1 -0.3 -0.8
N -0.2 0.0 0.6
H 0.0 -0.2 0.2
H 0.0 -0.1 -0.1
H -0.1 -0.2 -0.1

=====

# 5
Below is a molecular structure, C10H18N2O2S, with properties calculated with wB97M-V/def2-TZVPD.

Its total energy is -1050.0214 hartree. The value obtained for the orbital gap is 9.55 eV. Its relative energy (zero: lowest compared OMol25 entry of this formula, charge and spin) is 0.00 kJ/mol.

Each line ends with the natural charge from an NBO analysis.
Atoms and positions in Å:
C 1.3258 2.7568 -0.2059  -0.16
C -0.7484 2.1546 0.7381  0.04
C 1.6835 1.4108 -0.2618  -0.05
C 0.1162 3.1541 0.3290  -0.25
C 0.7812 0.4813 0.2742  0.24
C 2.9837 1.0818 -0.9360  -0.63
C 0.1164 -1.5961 1.4863  -0.60
C 2.4174 -1.4654 0.6080  -0.60
C 0.4754 -1.6156 -0.9878  -0.59
C 0.9715 -1.0303 0.3422  -0.09
N -0.4243 0.8775 0.6940  -0.47
N -4.6054 -1.3554 -0.5765  -1.03
O -3.7068 0.8373 0.9243  -0.94
O -2.9499 0.8421 -1.3952  -0.93
S -2.9327 0.1845 -0.1095  1.72
H 2.0074 3.4996 -0.5990  0.21
H -1.7381 2.3760 1.1135  0.21
H -5.1017 -0.9134 -1.3402  0.39
H -0.1579 4.1950 0.3901  0.22
H 2.8681 0.2516 -1.6260  0.22
H 3.7564 0.8318 -0.2123  0.22
H 3.3243 1.9472 -1.5016  0.22
H 0.5331 -1.2926 2.4438  0.21
H 0.1133 -2.6828 1.4385  0.20
H -0.9044 -1.2342 1.4262  0.23
H 3.0336 -1.4283 -0.2833  0.21
H 2.8693 -0.8464 1.3796  0.21
H 2.4183 -2.4950 0.9609  0.21
H 0.6149 -2.6950 -0.9965  0.21
H 1.0208 -1.1926 -1.8285  0.20
H -0.5804 -1.3919 -1.1219  0.21
H -5.1843 -1.3339 0.2553  0.39
H -4.3967 -2.3131 -0.8221  0.38

Atomic forces in eV per Å
C -0.2 -0.1 0.1
C 0.2 0.5 0.0
C -0.1 0.2 0.0
C 0.0 -0.1 0.0
C -0.3 0.2 -0.1
C 0.0 -0.1 0.1
C 0.0 0.1 -0.2
C -0.1 0.1 -0.1
C 0.1 0.1 0.2
C 0.0 -0.3 0.0
N 0.2 0.1 0.3
N -0.5 -0.2 0.0
O 0.2 -0.1 -0.1
O 0.0 -0.1 0.1
S 0.0 0.1 0.1
H 0.1 0.0 0.0
H -0.1 0.1 0.0
H -0.1 0.0 0.0
H -0.1 0.1 0.0
H 0.1 -0.1 -0.1
H 0.1 -0.1 0.0
H 0.0 0.0 0.0
H 0.0 0.0 0.2
H 0.1 -0.1 0.0
H 0.0 -0.1 0.0
H 0.1 0.0 -0.1
H 0.1 0.0 0.1
H 0.0 -0.1 0.0
H 0.0 -0.1 0.0
H 0.1 0.0 -0.1
H -0.1 0.0 -0.1
H 0.0 0.0 0.0
H 0.0 -0.1 0.0

=====

# 6
Below is a single C10H18N2O3 molecule at a distorted geometry, with properties calculated with wB97M-V/def2-TZVPD.

Its total energy is -727.0835 hartree. Its structure (SMILES) is CC(C)[C@H](NC(=O)[C@@H]1CCCN1)C(=O)O. The value obtained for the orbital gap is 10.32 eV. Its relative energy (zero: lowest compared OMol25 entry of this formula, charge and spin) is 90.48 kJ/mol.

Each line ends with the natural charge from an NBO analysis.
Atoms and positions in Å:
C 0.3508 0.0465 1.9692  -0.15
C 0.2394 0.4574 0.5139  0.70
C 1.0567 1.1760 2.8049  -0.42
C 2.1303 0.3341 3.5656  -0.43
C 1.8531 -1.1688 3.2689  -0.23
C -0.5273 -0.7751 -1.6092  -0.15
C 0.2107 0.0264 -2.7169  0.78
C -2.0284 -0.4330 -1.7049  -0.23
C -2.3436 1.0231 -1.2726  -0.63
C -2.9303 -1.3749 -0.9141  -0.61
H 1.7807 -1.0859 1.2646  0.36
H -0.6365 -0.1676 2.3907  0.21
H 0.2989 1.5672 3.4809  0.21
H 1.4776 2.0023 2.2114  0.24
H 2.2009 0.5465 4.5862  0.21
H 3.1017 0.6074 3.1931  0.20
H 1.3565 -1.6636 4.0854  0.19
H 2.7528 -1.7746 3.2011  0.21
H -0.1774 -1.4368 0.3399  0.42
H -0.3682 -1.8241 -1.9238  0.24
H -2.2337 -0.5176 -2.7931  0.23
H -3.2990 1.3231 -1.7442  0.22
H -1.5450 1.7110 -1.6095  0.23
H -2.3228 1.1348 -0.1333  0.21
H -2.5591 -1.4082 0.1040  0.19
H -2.9340 -2.4214 -1.3195  0.21
H -3.9811 -0.9636 -0.9230  0.22
H 0.8580 1.2151 -1.4352  0.49
N 1.1287 -1.1460 2.0305  -0.62
N 0.0642 -0.6533 -0.2734  -0.65
O 0.2082 1.6325 0.1669  -0.62
O 0.1743 -0.3439 -3.8455  -0.57
O 0.8439 1.1966 -2.4094  -0.67

Atomic forces in eV per Å
C 0.4 1.8 0.0
C -1.7 0.0 0.2
C -0.2 -1.4 0.6
C 0.0 0.0 -1.2
C 0.8 1.0 0.6
C 0.5 0.3 -0.5
C 0.5 1.0 0.4
C -0.3 0.6 -0.4
C 0.7 0.2 0.5
C -0.6 -0.5 -0.7
H 0.4 -0.4 0.0
H -0.2 0.3 -0.2
H 0.2 0.3 0.1
H -0.3 -0.5 0.1
H -0.2 0.3 1.7
H 0.5 0.0 -0.4
H -1.0 0.0 0.3
H 0.3 0.2 -0.4
H 0.5 0.1 -0.5
H -0.1 0.5 0.2
H -0.1 0.0 0.6
H 0.4 0.0 0.7
H -0.6 -0.2 0.0
H -0.5 -0.2 -1.5
H -0.2 -0.1 0.4
H 0.0 0.9 0.3
H 1.1 -0.6 0.1
H -0.1 1.1 0.0
N 0.2 -1.5 -0.4
N -0.6 -0.1 0.3
O 0.7 -0.8 -0.2
O -0.3 -0.5 -0.8
O -0.4 -1.7 0.3

=====

# 7
Below is a single C10H18N2O3 molecule at a distorted geometry, with properties calculated with wB97M-V/def2-TZVPD.

Its total energy is -727.0238 hartree. Its structure (SMILES) is CC(C)[C@H](N)C(=O)N1CCC[C@H]1C(=O)O. The value obtained for the orbital gap is 9.00 eV. Its relative energy (zero: lowest compared OMol25 entry of this formula, charge and spin) is 247.18 kJ/mol.

Each line ends with the natural charge from an NBO analysis.
Atoms and positions in Å:
C -1.5715 0.3051 -0.8052  -0.10
C -0.2542 1.1651 -0.4510  0.69
C -2.3338 -0.2240 0.4636  -0.23
C -3.7602 -0.2713 0.1064  -0.60
C -2.3177 0.6512 1.7822  -0.58
C 1.5103 -0.6263 -0.7384  -0.14
C 1.0002 -1.6805 0.2311  0.77
C 3.0286 -0.2694 -0.5535  -0.42
C 3.1554 0.8584 0.4964  -0.43
C 1.9836 1.6758 0.1622  -0.22
H -2.1712 -0.5316 -2.5404  0.37
H -1.1788 -1.5383 -1.6109  0.39
H -2.1392 1.1092 -1.2104  0.21
H -1.8360 -1.1376 0.6207  0.22
H -4.0156 0.7869 -0.0272  0.20
H -3.9354 -0.7533 -0.8106  0.20
H -4.4477 -0.7033 0.8075  0.21
H -2.9836 0.0265 2.4289  0.20
H -1.4581 0.8505 2.2044  0.19
H -2.8553 1.5813 1.3975  0.21
H 1.1472 -0.9550 -1.7376  0.26
H 3.3509 -0.0904 -1.5245  0.23
H 3.5275 -1.2720 -0.3548  0.21
H 2.8887 0.4902 1.5041  0.18
H 4.1697 1.2772 0.6750  0.25
H 2.0032 2.3766 -0.6288  0.22
H 1.4788 2.1947 1.0251  0.23
H 2.1122 -1.1289 1.5787  0.48
N -1.4097 -0.6130 -1.8916  -0.87
N 0.9823 0.6948 -0.3554  -0.44
O -0.5295 2.3471 -0.1877  -0.66
O -0.0107 -2.2562 -0.0343  -0.60
O 1.3764 -1.6734 1.4432  -0.63

Atomic forces in eV per Å
C 1.6 1.1 0.9
C -3.7 0.5 0.2
C 1.8 1.5 0.4
C -0.8 0.8 -0.3
C -5.6 -1.3 -4.0
C 1.0 1.2 0.6
C -2.2 1.7 -2.2
C -0.1 -3.5 0.9
C 0.7 -1.6 0.6
C -2.6 0.8 0.6
H -0.1 -0.4 -0.1
H -0.1 -0.8 0.1
H -0.6 0.8 -0.2
H 0.0 -1.5 0.6
H -0.5 -0.2 -0.1
H -0.2 -0.7 -1.4
H -0.1 -0.2 0.7
H 0.5 1.0 0.0
H 4.5 1.0 2.1
H 0.8 -0.8 1.3
H 0.6 0.5 0.5
H 1.0 1.3 -1.6
H -0.1 1.3 0.4
H 0.4 -0.3 -0.2
H -0.8 0.1 -0.8
H 0.9 1.2 -0.7
H 0.8 -0.4 -0.8
H 1.9 1.3 0.4
N 0.3 0.4 -0.3
N 0.4 -0.5 0.5
O 0.9 -0.8 -0.1
O -0.8 -1.7 -0.9
O 0.3 -1.5 3.1